[1]
An isolated ion of composition C2H10N3O and charge +1 at a distorted geometry, computed with ωB97M-V/def2-TZVPD.

Geometry as XYZ:
```
16
Properties=species:S:1:pos:R:3:forces:R:3
N -0.360097 0.512754 -1.890709 0.3930 -0.9335 0.0897
C 0.041386 -0.339895 -0.783870 1.4603 -0.5756 -3.4743
N 1.368367 0.170616 -0.220345 0.0627 -1.7689 1.8468
C -0.856599 -0.309714 0.465290 0.9923 0.8225 -0.1379
N -0.155549 -0.937193 1.614589 -0.6606 0.4269 -1.7564
O -0.725711 1.087622 0.595982 0.0862 0.0736 -0.3988
H -0.867708 1.358858 -1.627319 0.5203 -0.4389 -0.0629
H 0.435203 0.684845 -2.545007 -1.3231 -0.1543 0.7286
H 0.423508 -1.377212 -1.188685 -1.4264 1.6491 0.8153
H 2.197721 0.010580 -0.785329 -0.1779 0.0871 -0.0903
H 1.330822 1.085701 0.239938 -0.0867 -0.1388 -0.5465
H 1.266060 -0.556800 0.562709 1.4372 0.9785 0.3582
H -1.857820 -0.732538 0.362735 -0.0575 0.5029 -0.4529
H -0.525108 -1.877737 1.620802 0.1115 -0.2759 0.9460
H -0.481274 -0.357485 2.378619 0.2045 -0.6961 0.6678
H -1.233200 1.577599 1.200602 -1.5358 0.4414 1.4676
```
Positions in Å, forces in eV/Å.

Values from the calculation:
Structure (SMILES): N[C@@H]([NH3+])[C@@H](N)O
Total charge: +1
Frontier orbital gap in eV: 10.905
Relative energy (zero: lowest compared OMol25 entry of this formula, charge and spin) in eV: 2.4948
E_HOMO in eV: -14.0502
LUMO energy in eV: -3.1
E_tot in eV: -8746.6468

***

[2]
A 2-piece molecular cluster, C2HBrO2 overall at a distorted geometry, computed with ωB97M-V/def2-TZVPD.

Geometry as XYZ:
```
6
Properties=species:S:1:pos:R:3:forces:R:3
C -3.712039 -0.026094 -0.792958 0.9739 0.5739 0.0399
C -0.687721 1.452722 0.948149 -0.1659 0.0709 -1.1338
O -3.315011 0.400228 -1.774040 0.2328 0.5958 -2.2654
O -3.964418 -0.390659 0.253442 -1.1876 -1.1554 2.2433
Br 0.230681 0.609861 2.274807 0.2820 -0.2535 0.1115
H -0.271000 1.039133 -0.031067 -0.1351 0.1683 1.0045
```
Positions in Å, forces in eV/Å.

Values from the calculation:
Frontier orbital gap in eV: 8.021
Relative energy (zero: lowest compared OMol25 entry of this formula, charge and spin) in eV: 1.0984
E_HOMO in eV: -9.1952
LUMO energy in eV: -1.2
E_tot in eV: -76224.4180

***

[3]
C25H27Cl2PdSb as an isolated structure at a distorted geometry, computed with ωB97M-V/def2-TZVPD.

Geometry as XYZ:
```
56
Properties=species:S:1:pos:R:3:forces:R:3
Pd 0.402176 0.065429 -1.715610 1.7469 -1.0770 0.3791
Cl 0.030060 -2.206373 -2.126543 0.5342 -0.2176 -0.3572
Cl 1.368988 2.100082 -1.076853 0.5953 0.3251 -0.2203
C 2.665620 -0.203030 -3.440361 -1.5013 1.1749 -0.3858
H 3.209940 0.303980 -2.652505 0.0940 -0.0779 -0.0997
H 3.083753 -1.076147 -3.942474 -0.0669 0.0050 0.5116
C -1.408429 0.698126 -2.351844 -3.2265 0.6242 1.6144
C 1.481038 0.285785 -3.928836 1.3594 -0.3700 -0.6707
H -2.177487 0.620787 -1.550919 0.5256 -0.0231 -0.6073
C 0.873732 -0.460370 -5.104312 -0.0246 0.0119 -0.2856
H 1.070511 1.290077 -3.710862 0.5645 -0.5716 0.1040
C -0.426285 0.143517 -5.650855 0.4008 -0.6272 -0.0163
H 1.614744 -0.480292 -5.926125 -0.1827 0.0235 0.3727
H 0.722146 -1.505332 -4.789099 -0.0845 0.2780 -0.2118
C -1.603777 -0.024236 -4.686742 -0.1265 1.0964 -0.8339
H -0.240190 1.200393 -5.874928 -0.2011 -0.0583 -0.0381
H -0.655052 -0.351619 -6.606538 0.0780 0.1189 0.2200
C -1.712874 1.192251 -3.677303 0.0692 -0.7788 -0.7387
H -2.516736 -0.064399 -5.305948 0.1703 -0.0015 0.4432
H -1.510254 -0.968004 -4.144054 -0.1085 0.1498 -0.0461
H -0.948098 1.962365 -3.856001 -0.3885 0.0716 -0.7459
H -2.728337 1.616539 -3.789773 0.5046 0.0802 0.3810
C 4.052647 -0.424923 4.038647 -0.3146 -0.0515 -0.3408
C 3.789199 -1.397602 3.061325 -0.3499 0.2920 0.0809
C 2.668591 -1.260515 2.223966 0.3547 0.1016 0.1935
C 1.825311 -0.148612 2.338012 -0.4594 -0.1911 -0.1951
C 2.042157 0.769157 3.377903 0.1947 0.0084 -0.0594
C 3.172644 0.651044 4.207637 -0.2089 -0.3715 -0.3036
Sb 0.114869 -0.016522 0.892272 -0.1923 -0.3308 2.9366
C -1.000285 -1.801045 1.666666 0.4199 0.3668 -0.2827
C -1.482257 -2.687520 0.700784 -0.0132 0.1178 -0.4941
C -2.105937 -3.885986 1.048488 0.1005 0.1620 0.3305
C -2.230460 -4.227717 2.393241 0.1670 0.3866 0.2382
C -1.712267 -3.366343 3.380867 0.0493 -0.0082 -0.4309
C -1.084499 -2.160041 3.016022 -0.2494 -0.3898 0.1421
C -0.785119 1.779576 1.810963 -0.1336 -0.3063 -0.3924
C -2.075485 1.779907 2.359446 0.0274 0.3547 -0.0638
C -2.664974 2.992432 2.762857 0.3041 -0.0325 -0.1114
C -1.970428 4.201615 2.619037 0.0323 -0.3706 -0.0822
C -0.679816 4.198742 2.082301 -0.1016 -0.3787 0.1574
C -0.089777 2.992034 1.691347 -0.1081 0.1232 -0.0431
H 4.931190 -0.520780 4.675497 -0.2101 0.0317 -0.1353
H 4.445975 -2.266865 2.960606 -0.2547 0.3315 0.0129
H 2.443645 -2.042589 1.496766 0.1680 0.2119 0.0626
H 1.327570 1.573405 3.569767 0.2911 -0.1531 -0.2165
H 3.354794 1.388792 4.994128 -0.1173 -0.2619 -0.2838
H -1.308024 -2.486979 -0.364842 -0.3892 0.0086 0.7671
H -2.469621 -4.542943 0.258690 0.0848 0.1071 0.2421
H -2.711173 -5.166398 2.675167 0.1533 0.2927 -0.0111
H -1.778941 -3.657773 4.434447 0.0482 0.1949 -0.4038
H -0.641415 -1.538516 3.793374 -0.1429 -0.0311 -0.1548
H -2.637814 0.848872 2.453282 0.1401 0.2322 -0.0137
H -3.678416 2.998335 3.171786 0.3467 -0.0616 -0.1151
H -2.437014 5.143222 2.913802 0.1087 -0.2989 -0.0708
H -0.124272 5.128977 1.959830 -0.1691 -0.2313 0.0487
H 0.904202 3.014006 1.244396 -0.3080 -0.0114 0.2230
```
Positions in Å, forces in eV/Å.

Values from the calculation:
Frontier orbital gap (spin up / spin down) in eV: 7.978 / 5.741
Relative energy (zero: lowest compared OMol25 entry of this formula, charge and spin) in eV: 0.0000
E_HOMO (spin up / spin down) in eV: -7.5044 / -8.9690
LUMO energy (spin up / spin down) in eV: 0.5 / -3.2
E_tot in eV: -61419.2713
Multiplicity: 5

***

[4]
C2H4InO2 as an isolated structure at a distorted geometry, computed with ωB97M-V/def2-TZVPD.

Geometry as XYZ:
```
9
Properties=species:S:1:pos:R:3:forces:R:3
In 2.626408 0.887778 3.189330 -0.5413 -0.0708 -0.3922
O -2.255668 0.072919 -0.504221 5.8695 -1.7429 -1.2088
C -0.988975 -0.542069 -0.681251 -7.2048 -0.1780 0.9190
C 0.317383 0.320384 -0.246160 3.6010 2.4021 6.9727
O 0.435457 0.535220 1.207018 -0.6763 -0.4971 -5.4200
H -0.657265 -0.802336 -1.686404 -0.3286 0.5576 -0.4478
H -0.985489 -1.388776 0.005165 0.5559 0.0307 0.1960
H 0.330790 1.235797 -0.837724 -0.7060 0.0411 0.1075
H 1.177359 -0.318916 -0.445753 -0.5692 -0.5427 -0.7264
```
Positions in Å, forces in eV/Å.

Values from the calculation:
Total charge: +1
Frontier orbital gap in eV: 6.397
Relative energy (zero: lowest compared OMol25 entry of this formula, charge and spin) in eV: 1.7223
E_HOMO in eV: -14.1460
LUMO energy in eV: -7.7
E_tot in eV: -11393.8950

***

[5]
A single CH5OPS molecule at a distorted geometry, computed with ωB97M-V/def2-TZVPD.

Geometry as XYZ:
```
9
Properties=species:S:1:pos:R:3:forces:R:3
C 0.902637 0.638423 0.946544 -0.2925 2.6937 1.3716
O 0.748306 -0.590282 0.315345 -1.4091 -0.3692 -0.1832
P -0.780222 -1.190198 -0.156020 1.7463 0.3267 -0.0157
S -1.181526 -0.076209 -1.882636 0.8801 0.3208 -0.7762
H 1.052522 1.515099 0.191390 0.2360 -1.6472 1.2116
H 1.725035 0.526994 1.718561 -0.5492 0.3777 -1.2907
H 0.030828 1.049421 1.597027 0.7628 -1.1829 -1.0923
H -0.050536 -2.006928 -1.026296 -0.1290 -0.9236 0.3230
H -2.447044 0.133679 -1.703916 -1.2454 0.4039 0.4520
```
Positions in Å, forces in eV/Å.

Values from the calculation:
Structure (SMILES): COPS
Frontier orbital gap in eV: 10.113
Relative energy (zero: lowest compared OMol25 entry of this formula, charge and spin) in eV: 1.2451
E_HOMO in eV: -9.3701
LUMO energy in eV: 0.7
E_tot in eV: -23288.9927

***

[6]
A 5-piece molecular cluster, C29H20BClO20 overall at a distorted geometry, computed with ωB97M-V/def2-TZVPD.

Geometry as XYZ:
```
71
Properties=species:S:1:pos:R:3:forces:R:3
C 2.191142 -1.035856 -0.171469 -0.2688 0.0607 -0.1144
B 1.888439 -1.265313 -1.739653 0.1479 0.7397 1.5210
O 1.432364 -0.142089 -2.475351 -1.3717 -6.2277 3.1261
C 2.082028 -2.740521 -2.332505 -0.0322 0.2441 -0.0663
C 3.183126 -3.438092 -2.720388 -2.0355 0.5518 0.3088
Cl 4.841911 -2.841486 -2.713932 -1.4836 -0.9183 0.0309
C 2.582264 -4.826218 -3.139877 1.2504 3.1365 -0.4008
O 3.091857 -5.865206 -3.030929 0.0097 -1.6736 -0.4262
O 1.289903 -4.498458 -3.600296 -0.5494 -1.7433 1.4284
C 0.824617 -3.655267 -2.552245 3.3108 0.9214 -1.1904
O -0.214592 -3.725676 -2.017960 -0.7652 0.2118 -0.0325
H 1.579788 -1.733460 0.476398 0.6589 0.4704 -0.7116
H 1.911880 0.004780 0.129554 0.3593 -0.8308 -0.2479
H 3.268123 -1.205154 0.090295 -0.9374 0.0271 -0.2311
H 0.458725 -0.245302 -2.503885 0.4720 0.5321 -0.3512
O -1.313644 0.305640 -0.243403 0.1042 -0.1722 -0.4236
C -1.812427 0.063123 0.838602 0.0050 0.3814 0.3490
C -1.813168 1.018077 1.944265 0.0992 -0.0491 -0.3500
C -2.364674 0.692431 3.116898 0.2331 0.8345 0.2068
O -2.382941 1.552268 4.150460 -0.2392 -0.7844 -0.1989
C -2.990289 -0.647397 3.338782 -0.2441 -0.6799 -0.2219
O -3.465089 -0.909323 4.428031 0.1011 0.3715 0.0760
C -3.006167 -1.590640 2.223282 0.3662 -0.0234 0.3548
C -2.458110 -1.263818 1.052401 -0.1012 -0.9108 -0.0743
O -2.460205 -2.122063 0.004326 0.0610 0.8900 0.2975
H -1.356028 1.982362 1.769171 -0.0006 -0.0156 0.0215
H -2.833709 1.078827 4.876198 0.0405 0.0749 0.0037
H -3.475828 -2.549350 2.391605 -0.0268 0.0435 -0.0214
H -2.002579 -1.653145 -0.718400 0.0235 -0.1489 0.0180
O -5.319790 -0.982408 1.012542 -0.2787 -0.0214 -0.4008
C -6.434342 -0.748506 0.579690 -0.2524 0.3408 0.5525
C -7.445016 -0.026461 1.348053 0.3446 -0.1487 -0.0402
C -8.659861 0.190748 0.833695 -0.1269 0.4210 0.8094
O -9.605899 0.854221 1.519084 0.1303 -0.3992 -0.7592
C -9.027842 -0.294784 -0.532033 0.1134 -0.3198 -0.6467
O -10.150297 -0.091119 -0.953542 -0.0370 0.1808 0.3396
C -8.007745 -0.996606 -1.309367 -0.2837 0.1271 0.0583
C -6.792361 -1.210434 -0.795750 0.1663 -0.4187 -0.8389
O -5.835425 -1.851854 -1.491288 -0.1319 0.4164 0.8175
H -7.166925 0.317349 2.334939 -0.0273 -0.0101 -0.0073
H -10.387001 0.875974 0.932911 -0.0028 0.0313 0.0896
H -8.280220 -1.327460 -2.302095 0.0159 -0.0067 0.0226
H -5.054884 -1.880750 -0.902884 0.0264 -0.1075 -0.1066
O 3.954213 0.157405 1.879669 0.4398 -0.0565 0.0084
C 4.534238 -0.148770 2.905742 -0.5388 0.2628 0.3658
C 3.970339 0.093038 4.232074 -0.0057 0.0019 -0.3443
C 4.652055 -0.245963 5.330863 -0.7504 0.3342 0.3958
O 4.153638 -0.035968 6.561333 0.6974 -0.3119 -0.3848
C 6.005102 -0.876096 5.246915 0.5635 -0.2748 -0.3226
O 6.598035 -1.151780 6.272398 -0.3142 0.1333 0.1580
C 6.558882 -1.139721 3.919646 0.0020 -0.0010 0.3029
C 5.875660 -0.803775 2.821357 0.7087 -0.3471 -0.3864
O 6.363091 -1.037980 1.589205 -0.6851 0.3184 0.3797
H 2.992015 0.551256 4.279404 0.0212 0.0012 0.0151
H 4.835074 -0.364353 7.179248 -0.0783 0.0455 0.0268
H 7.530568 -1.611781 3.871956 -0.0168 0.0180 -0.0122
H 5.685233 -0.703387 0.971557 0.1060 -0.0079 -0.0266
O 1.010444 6.020068 -4.152794 0.3199 0.2289 -0.1401
C 1.764266 5.063719 -4.150083 -0.6220 -0.4529 0.2517
C 1.328468 3.715716 -3.796814 0.0218 0.4327 -0.0579
C 2.199365 2.699131 -3.792725 -0.7508 -0.5553 0.0492
O 1.821168 1.446346 -3.472226 1.7073 4.8197 -2.7386
C 3.638522 2.903892 -4.143035 0.5336 0.4139 -0.1761
O 4.401435 1.955738 -4.108824 -0.2908 -0.1849 0.0995
C 4.069478 4.248956 -4.519868 0.0801 -0.3137 0.0440
C 3.197972 5.262330 -4.526916 0.7249 0.4284 -0.2641
O 3.568824 6.508294 -4.871854 -0.6699 -0.4174 0.2501
H 0.285786 3.582036 -3.543386 0.0172 -0.0116 -0.0042
H 2.627162 0.907420 -3.544109 -0.1151 0.0578 -0.0563
H 5.108783 4.380784 -4.788091 -0.0210 0.0196 0.0103
H 2.761074 7.051863 -4.794572 0.0723 0.0198 -0.0127
```
Positions in Å, forces in eV/Å.

Values from the calculation:
Structure (SMILES): CB(O)C1=C(Cl)C(=O)OC1=O.O=C1C=C(O)C(=O)C=C1O.O=C1C=C(O)C(=O)C=C1O.O=C1C=C(O)C(=O)C=C1O.O=C1C=C(O)C(=O)C=C1O
Frontier orbital gap in eV: 7.765
Relative energy (zero: lowest compared OMol25 entry of this formula, charge and spin) in eV: 0.0000
E_HOMO in eV: -9.5305
LUMO energy in eV: -1.8
E_tot in eV: -84542.1898

***

What did the first record say?
An isolated ion of composition C2H10N3O and charge +1 at a distorted geometry, computed with ωB97M-V/def2-TZVPD.

Geometry as XYZ:
```
16
Properties=species:S:1:pos:R:3:forces:R:3
N -0.360097 0.512754 -1.890709 0.3930 -0.9335 0.0897
C 0.041386 -0.339895 -0.783870 1.4603 -0.5756 -3.4743
N 1.368367 0.170616 -0.220345 0.0627 -1.7689 1.8468
C -0.856599 -0.309714 0.465290 0.9923 0.8225 -0.1379
N -0.155549 -0.937193 1.614589 -0.6606 0.4269 -1.7564
O -0.725711 1.087622 0.595982 0.0862 0.0736 -0.3988
H -0.867708 1.358858 -1.627319 0.5203 -0.4389 -0.0629
H 0.435203 0.684845 -2.545007 -1.3231 -0.1543 0.7286
H 0.423508 -1.377212 -1.188685 -1.4264 1.6491 0.8153
H 2.197721 0.010580 -0.785329 -0.1779 0.0871 -0.0903
H 1.330822 1.085701 0.239938 -0.0867 -0.1388 -0.5465
H 1.266060 -0.556800 0.562709 1.4372 0.9785 0.3582
H -1.857820 -0.732538 0.362735 -0.0575 0.5029 -0.4529
H -0.525108 -1.877737 1.620802 0.1115 -0.2759 0.9460
H -0.481274 -0.357485 2.378619 0.2045 -0.6961 0.6678
H -1.233200 1.577599 1.200602 -1.5358 0.4414 1.4676
```
Positions in Å, forces in eV/Å.

Values from the calculation:
Structure (SMILES): N[C@@H]([NH3+])[C@@H](N)O
Total charge: +1
Frontier orbital gap in eV: 10.905
Relative energy (zero: lowest compared OMol25 entry of this formula, charge and spin) in eV: 2.4948
E_HOMO in eV: -14.0502
LUMO energy in eV: -3.1
E_tot in eV: -8746.6468